# 1
This record from the OMol25 dataset describes a 2-piece molecular cluster, C2H3NO2 overall. The level of theory is ωB97M-V with the def2-TZVPD basis set.

Cartesian coordinates (Å):
C 0.80 0.93 0.33
C 0.37 0.91 -0.90
N -1.18 -1.42 0.97
O 1.07 0.82 1.43
O -1.05 -1.02 -0.20
H -0.49 1.43 -1.30
H 0.86 0.25 -1.65
H -0.38 -1.90 1.33

Results
Spin multiplicity = 1
Kohn-Sham gap (alpha / beta) = 8.658 / 8.662 eV
Lowest unoccupied orbital energy (alpha / beta) = -0.40 / -0.41 eV
Structure (SMILES) = C=C=O.N=O
Energy relative to the best compared isomer or geometry (same formula, charge and spin) = 106.3 kcal per mole
Electronic energy = -283.08858 hartree


# 2
This record from the OMol25 dataset describes an isolated molecule of C2H3NO2. The level of theory is ωB97M-V with the def2-TZVPD basis set.

Cartesian coordinates (Å):
C -0.54 -0.70 -0.96
C 0.34 0.72 0.86
N -0.32 -0.42 0.48
O -1.45 -0.36 -1.66
O 0.99 -0.51 0.88
H 0.30 -1.39 -1.38
H 0.75 1.29 0.08
H -0.07 1.37 1.71

Results
Spin multiplicity = 1
Kohn-Sham gap = 10.795 eV
Lowest unoccupied orbital energy = 0.80 eV
Structure (SMILES) = O=CN1CO1
Energy relative to the best compared isomer or geometry (same formula, charge and spin) = 88.7 kcal per mole
Electronic energy = -283.11668 hartree


# 3
This record from the OMol25 dataset describes an isolated molecule of C2H3NO2. The level of theory is ωB97M-V with the def2-TZVPD basis set.

Cartesian coordinates (Å):
C -1.47 0.03 0.21
C -0.06 0.16 -0.04
N -2.53 0.56 0.43
O -3.95 -0.57 -0.74
O -3.82 0.24 0.31
H 0.11 1.31 0.00
H 0.52 -0.41 0.70
H 0.20 -0.07 -1.04

Results
Spin multiplicity = 1
Kohn-Sham gap (alpha / beta) = 8.921 / 6.645 eV
Lowest unoccupied orbital energy (alpha / beta) = -0.56 / -1.08 eV
Energy relative to the best compared isomer or geometry (same formula, charge and spin) = 190.1 kcal per mole
Electronic energy = -282.95507 hartree


# 4
This record from the OMol25 dataset describes C2H3NO2 as an isolated structure. The level of theory is ωB97M-V with the def2-TZVPD basis set.

Cartesian coordinates (Å):
C 0.17 -0.50 0.74
C 0.44 -0.79 -0.80
H -0.74 2.45 0.27
H 0.35 -1.17 1.55
H 0.63 -1.85 -0.63
N -0.32 0.71 0.95
O -0.84 1.33 -0.28
O 0.31 -0.18 -1.80

Results
Spin multiplicity = 1
Kohn-Sham gap = 8.895 eV
Lowest unoccupied orbital energy = -0.27 eV
Energy relative to the best compared isomer or geometry (same formula, charge and spin) = 121.4 kcal per mole
Electronic energy = -283.06451 hartree


# 5
This record from the OMol25 dataset describes an isolated molecule of C2H3NO2. The level of theory is ωB97M-V with the def2-TZVPD basis set.

Cartesian coordinates (Å):
C -1.01 -0.04 0.09
C 1.29 -0.20 0.02
H -1.75 -0.46 -0.61
H -1.51 -0.17 1.06
H 2.30 -0.45 -0.20
N 1.02 1.11 0.05
O 0.14 -0.98 -0.17
O -0.48 1.20 -0.24

Results
Spin multiplicity = 1
Kohn-Sham gap = 10.705 eV
Lowest unoccupied orbital energy = 0.96 eV
Structure (SMILES) = C1=NOCO1
Energy relative to the best compared isomer or geometry (same formula, charge and spin) = 77.5 kcal per mole
Electronic energy = -283.13455 hartree


# 6
This record from the OMol25 dataset describes C2H3NO2 as an isolated structure. The level of theory is ωB97M-V with the def2-TZVPD basis set.

Cartesian coordinates (Å):
C 0.21 -0.16 -1.08
C 1.12 -1.41 -0.45
N -0.33 0.45 -0.06
O -0.20 -0.35 -2.14
O 1.32 -1.27 0.75
H 0.43 -0.18 0.74
H 1.46 -2.25 -1.44
H -0.67 1.35 -0.43

Results
Spin multiplicity = 1
Kohn-Sham gap = 9.254 eV
Lowest unoccupied orbital energy = -0.38 eV
Energy relative to the best compared isomer or geometry (same formula, charge and spin) = 78.4 kcal per mole
Electronic energy = -283.13300 hartree


# 7
This record from the OMol25 dataset describes an isolated molecule of C2H3NO2. The level of theory is ωB97M-V with the def2-TZVPD basis set.

Cartesian coordinates (Å):
C -0.19 -0.04 1.06
C 0.43 0.29 -0.13
N -0.10 -1.24 0.39
O -0.75 0.40 2.03
O -0.29 0.80 -1.12
H 1.49 0.39 -0.33
H -0.86 -1.69 -0.06
H 0.25 1.09 -1.85

Results
Spin multiplicity = 1
Kohn-Sham gap = 10.051 eV
Lowest unoccupied orbital energy = 0.32 eV
Structure (SMILES) = O=C1N[C@H]1O
Energy relative to the best compared isomer or geometry (same formula, charge and spin) = 59.2 kcal per mole
Electronic energy = -283.16359 hartree


# 8
This record from the OMol25 dataset describes an isolated molecule of C2H3NO2. The level of theory is ωB97M-V with the def2-TZVPD basis set.

Cartesian coordinates (Å):
C 0.85 0.08 -0.99
C -0.78 0.31 0.88
N 0.12 -0.36 -0.03
O -0.09 -1.57 0.30
O -0.49 0.48 2.01
H 1.49 -0.64 -1.58
H 0.68 1.15 -1.07
H -1.77 0.55 0.48

Results
Spin multiplicity = 3
Kohn-Sham gap (alpha / beta) = 7.507 / 8.511 eV
Lowest unoccupied orbital energy (alpha / beta) = 0.79 / -2.08 eV
<S²> = 2.007
Energy relative to the best compared isomer or geometry (same formula, charge and spin) = 83.6 kcal per mole
Electronic energy = -283.01769 hartree